(1)
Here is C30H44Br2N2P2Zn as an isolated structure from the Open Molecules 2025 dataset. Energies are from ωB97M-V with the def2-TZVPD basis set.

Structure (XYZ):
```
81
Properties=species:S:1:pos:R:3:forces:R:3
C 2.064 -0.210 3.222 0.10 0.25 -0.09
C 2.781 1.746 -2.581 -1.30 -1.07 2.27
C 9.064 -2.645 -2.211 -0.76 0.23 0.62
H -1.032 -1.962 1.787 0.62 -0.30 -0.31
H -1.431 -0.672 2.993 -0.11 0.46 0.38
C -1.338 -3.128 -1.809 0.25 0.56 0.13
H -1.412 1.022 3.540 0.22 -0.48 -0.31
H -2.369 1.436 -0.660 -0.36 0.00 0.41
C 7.171 -1.475 -1.099 1.76 -0.50 0.04
C -0.549 -0.372 4.936 0.29 -0.09 0.23
H 1.652 -2.133 2.240 -0.02 0.00 -0.05
H 2.541 2.559 3.579 -0.08 0.14 -0.14
H -4.387 3.714 -0.042 0.14 -0.60 -0.08
H -3.111 5.306 -3.238 0.35 -0.35 0.06
C -0.648 4.676 -0.177 1.10 0.30 0.35
H -0.718 3.325 -2.954 -0.57 -0.09 -0.33
C -0.765 -1.895 -1.472 0.10 -1.08 0.23
C 9.563 -1.002 -0.698 -0.79 -0.22 0.42
H -4.607 2.310 -1.133 0.05 0.16 0.21
C 2.078 -1.737 3.166 0.45 -0.41 0.24
N -0.398 -1.598 -0.204 -1.55 0.74 -0.18
C 3.473 2.575 -1.665 -0.15 -0.99 0.43
H -1.862 -5.107 -1.043 -0.02 0.36 0.01
C -4.182 2.638 -0.177 -0.14 -0.52 0.49
H -0.218 4.056 0.633 0.07 0.64 -0.38
C 5.217 -0.171 -0.155 1.16 -0.62 0.74
H -0.226 -1.419 4.994 -0.01 0.32 -0.09
H -1.530 -3.338 -2.850 -0.13 -0.05 -0.05
C -0.818 0.091 3.497 -0.80 -0.42 -0.70
H -2.277 2.319 0.904 -0.24 0.05 -0.47
H -2.475 2.823 -3.069 0.69 0.47 0.28
H 7.974 0.062 0.249 -0.05 -0.12 0.02
H 3.560 3.633 -1.908 0.29 -0.22 0.21
C -1.571 -4.081 -0.817 0.31 0.25 -0.13
Zn 1.137 -0.029 0.108 -1.85 -0.54 1.11
H -1.391 5.717 -3.120 -0.17 -0.12 -0.08
C 4.008 1.992 -0.515 0.54 -0.15 -0.55
H 7.005 -3.066 -2.632 -0.06 0.12 0.25
H -1.844 6.531 -0.358 0.30 -0.37 0.21
C -2.094 4.932 -3.431 0.19 0.24 -0.18
C -1.766 3.617 -2.716 0.51 -1.00 -1.18
H -4.664 2.088 0.633 -0.26 -0.14 -0.12
H 2.071 0.164 4.257 0.07 -0.11 -0.37
C 3.997 0.566 -0.391 -1.14 -0.44 -1.01
H -0.623 -1.119 -2.214 0.39 -0.23 -0.14
P -1.967 3.781 -0.962 -1.84 2.09 -0.19
H 5.906 0.260 0.578 -0.02 0.39 -0.63
H -0.048 2.561 3.340 0.37 -0.15 -0.35
H 10.358 -0.460 -0.169 -0.52 -0.09 -0.22
H 5.094 -1.925 -1.423 -0.27 0.45 -0.56
H 0.190 2.654 1.588 0.04 -0.02 0.50
Br 2.214 2.305 -4.189 -0.45 0.99 -1.85
H 4.659 2.580 0.125 0.06 -0.07 -0.12
H 1.535 -2.200 3.999 0.09 0.19 -0.26
C 2.223 0.540 -2.117 0.97 0.40 0.33
C -1.405 -3.660 0.493 -0.18 0.15 0.92
C 8.197 -0.751 -0.432 0.20 -0.05 -0.53
H 1.822 4.054 2.945 0.06 -0.38 -0.09
H 0.175 0.248 5.486 -0.22 -0.12 -0.27
H -1.968 4.787 -4.507 -0.04 0.13 0.04
C 2.822 -0.086 -0.947 1.02 0.60 -0.85
H -1.496 -0.313 5.490 0.22 0.04 -0.21
H 2.949 0.197 2.708 -0.15 -0.04 0.21
C -1.266 5.969 0.393 0.47 0.13 0.22
C -0.972 -2.353 0.773 1.06 -0.84 -0.48
P 0.611 0.469 2.344 0.42 0.80 1.85
C -2.660 2.368 -0.138 0.20 -0.92 0.27
H 2.740 -1.162 -0.753 0.29 -0.21 -0.64
H 0.156 4.930 -0.904 -0.34 -0.27 0.42
H 1.348 0.144 -2.641 0.54 -0.24 0.04
Br -1.677 -4.885 1.955 -0.04 0.79 -0.73
H 9.448 -3.409 -2.910 -0.37 0.51 0.41
C 7.669 -2.462 -2.017 0.15 0.49 0.17
H -0.463 6.607 0.769 -0.09 0.16 0.12
H -1.942 5.731 1.222 0.08 0.07 -0.19
H 2.636 2.932 1.843 -0.16 -0.05 0.20
N 9.985 -1.948 -1.532 -0.42 -0.12 -0.49
C 0.648 2.292 2.524 -0.27 0.53 -0.20
C 5.728 -1.209 -0.914 -0.16 0.49 0.74
H 3.114 -2.096 3.215 -0.30 0.01 0.05
C 1.993 2.987 2.733 0.20 0.08 -0.03
```
Positions in Å, forces in eV/Å.

As for the net charge: +2. For the HOMO energy, the calculation gives -0.403 Eh. As for the HOMO-LUMO gap: 3.90 eV.

(2)
Here is C30H44Cl2NPW as an isolated structure from the Open Molecules 2025 dataset. Energies are from ωB97M-V with the def2-TZVPD basis set.

Structure (XYZ):
```
79
Properties=species:S:1:pos:R:3:forces:R:3
C 0.364 -1.249 5.020 0.31 0.82 1.22
H 1.483 2.176 6.541 -0.03 -0.72 -0.04
H -2.383 2.128 -2.328 0.01 -0.29 -0.12
Cl 2.113 0.457 1.643 1.35 0.05 0.18
H -0.295 -6.495 1.459 0.24 0.27 -0.05
H 1.360 -1.668 -0.493 0.02 0.07 -0.20
H 0.843 1.582 -3.298 0.02 -0.26 -0.03
C 2.351 0.145 -3.898 -0.07 0.05 -0.02
C 1.192 1.195 6.138 -0.32 0.27 -0.91
H -5.081 -1.089 -3.215 0.06 -0.04 -0.09
H 0.200 5.285 1.453 -0.03 -0.01 -0.19
H 0.031 6.452 0.144 0.02 0.05 0.09
N 0.277 -0.072 4.313 1.10 -0.11 0.94
C -0.217 2.694 -0.824 -0.08 -0.46 -0.62
H -3.524 -1.140 -4.046 -0.09 0.01 0.06
H -1.748 0.892 -3.429 -0.24 0.06 0.11
C -1.981 -1.289 -1.650 0.06 0.12 -0.23
C 2.404 -4.396 1.677 -0.44 -0.21 -0.16
C -1.332 4.789 0.013 0.08 -0.05 -0.25
H -1.590 5.075 -1.015 -0.02 0.12 0.08
H 1.149 5.005 -1.436 0.06 0.13 0.04
C -1.922 0.222 -1.394 0.37 0.74 0.24
H -1.493 -4.307 1.414 0.39 -0.07 0.02
C -1.342 3.261 0.071 0.12 0.05 -0.04
H 2.318 -2.241 1.739 -0.28 -0.27 0.01
C 0.721 1.145 4.838 -0.38 -1.22 0.66
C -0.401 -4.353 1.474 0.67 0.75 0.41
H 0.549 -1.981 -2.023 0.20 0.15 0.06
C 2.750 -1.324 -3.680 -0.16 -0.08 -0.15
H -4.503 1.001 -2.101 0.01 -0.04 -0.12
C 1.742 -3.167 1.669 -0.57 -0.36 0.33
H 1.969 2.784 -0.944 -0.15 0.07 0.07
C 1.257 0.001 6.858 0.34 0.23 1.15
H 0.657 2.005 4.170 0.00 -0.20 0.24
H -0.365 3.052 -1.871 0.05 -0.06 0.55
H 2.068 -1.957 -4.265 0.11 0.05 0.03
C 2.694 -1.786 -2.216 -0.06 0.13 0.08
C 1.140 0.106 -1.733 -0.48 0.62 0.02
C 0.272 -5.561 1.506 0.39 -0.23 -0.12
H 3.132 0.798 -3.485 -0.04 -0.06 -0.13
H 0.193 -0.036 -3.656 0.25 0.14 0.04
H 2.026 0.590 -1.275 -0.33 -0.04 -0.17
W 0.009 -0.075 2.379 -1.05 -0.84 -3.90
H 0.898 -2.174 6.873 0.12 0.72 -0.14
H 3.759 -1.482 -4.074 -0.11 -0.06 -0.04
C -4.018 -0.855 -3.107 0.13 0.00 -0.22
H -1.329 -1.552 -2.499 -0.22 0.10 0.19
C 0.860 -1.220 6.326 -0.61 -0.55 -1.18
H 3.492 -4.424 1.744 -0.25 -0.01 -0.05
H 1.347 2.839 0.694 -0.18 0.04 -0.20
C 0.321 -3.128 1.637 0.28 -0.83 0.12
C 1.361 -1.407 -1.558 -0.08 0.11 0.02
C 1.040 0.503 -3.198 0.42 -0.22 -0.22
H 1.619 0.036 7.884 -0.05 -0.04 -0.21
H -1.210 2.926 1.109 0.12 -0.01 -0.25
C -2.419 1.055 -2.571 -0.23 -0.24 -0.14
H -3.436 -2.768 -2.251 -0.09 0.22 0.04
C -0.459 -1.918 1.840 0.33 1.32 -0.11
H -2.329 2.887 -0.235 0.20 0.03 0.03
C 1.156 3.192 -0.329 -0.11 0.05 0.02
C -3.420 -1.705 -1.977 0.05 0.19 0.18
H -4.151 1.205 -3.826 -0.17 -0.21 0.14
H -4.028 -1.597 -1.068 0.05 0.00 -0.11
H 3.507 -1.314 -1.647 -0.06 -0.05 -0.06
C 1.200 4.720 -0.379 -0.10 -0.03 -0.17
H 2.161 5.079 0.013 -0.20 -0.02 -0.10
H -1.611 -1.832 -0.770 -0.02 0.09 -0.22
H 0.042 -2.143 4.484 0.11 0.35 0.30
H 2.848 -2.875 -2.150 -0.01 0.31 -0.06
C 0.037 5.384 0.368 0.02 -0.20 0.26
H -2.110 5.193 0.672 0.14 -0.02 -0.12
Cl -2.159 0.636 2.220 -1.22 0.28 0.39
C -3.854 0.660 -2.920 0.07 0.06 0.08
C 1.676 -5.594 1.609 -0.24 0.43 0.01
H -1.480 -2.048 1.467 -0.09 0.08 0.20
H 2.194 -6.547 1.634 -0.06 0.10 0.00
H 2.248 0.374 -4.966 0.27 -0.14 0.12
H -2.563 0.414 -0.506 0.16 0.01 -0.40
P -0.276 0.827 -0.787 0.20 -1.19 2.84
```
Positions in Å, forces in eV/Å.

As for the expectation value of S²: 2.187. Its spin multiplicity is 3. For the HOMO energy (spin up / spin down), the calculation gives -0.228 / -0.260 Eh. As for the HOMO-LUMO gap (spin up / spin down): 6.31 / 6.81 eV.

(3)
Here is C30H44F5N9OPSe2Ti as an isolated structure from the Open Molecules 2025 dataset. Energies are from ωB97M-V with the def2-TZVPD basis set.

Structure (XYZ):
```
93
Properties=species:S:1:pos:R:3:forces:R:3
C 0.417 -0.065 -3.247 0.16 0.12 0.00
F 0.997 -4.132 3.181 0.02 0.05 -0.08
C -4.356 0.304 2.354 0.06 0.07 -0.05
C 0.120 2.193 3.214 -0.16 0.12 0.02
H -3.837 -5.173 0.824 -0.02 0.01 0.02
H -3.120 -6.121 -1.443 0.01 -0.03 0.01
C -4.434 -2.141 3.025 0.00 -0.01 -0.01
H -6.161 1.360 2.786 -0.01 0.01 0.00
H -6.347 -2.831 3.707 0.00 0.00 0.00
H -2.709 -1.052 2.437 -0.01 -0.01 -0.02
C -3.018 -3.286 0.300 -0.05 0.06 0.07
C -4.251 -0.633 -2.192 0.10 0.13 0.00
H -1.841 3.685 1.124 0.02 -0.03 -0.01
C -4.204 -4.275 0.317 0.05 -0.03 -0.02
F 3.250 -4.860 1.849 -0.14 0.17 -0.09
H -0.242 3.372 0.367 -0.03 -0.03 0.01
H -1.442 -4.580 -0.260 0.02 0.02 0.00
H -6.325 0.248 1.454 0.03 0.04 0.08
O -2.080 -0.736 0.079 -0.11 -0.07 -0.39
C -5.879 0.362 2.445 0.00 0.03 -0.02
H -3.939 0.655 3.302 0.00 0.00 0.02
N 2.711 2.342 -0.311 0.09 0.12 -0.01
C 1.581 1.847 3.342 -0.04 -0.16 0.15
H -4.900 1.342 -2.774 0.01 0.01 -0.01
H -1.721 2.621 -0.296 0.03 0.02 0.09
H -6.675 -0.978 0.150 0.01 -0.06 -0.06
H -6.337 -2.358 2.023 -0.04 -0.02 -0.09
F 3.937 -3.618 -0.461 -0.08 0.03 0.04
C 2.020 -2.242 -0.302 0.13 0.04 -0.12
H -5.488 -5.429 -0.953 0.00 -0.01 0.00
C -2.491 -4.155 -2.073 0.00 0.03 -0.02
P -3.439 -1.504 0.355 0.01 -0.01 0.14
C -4.692 -4.692 -1.070 0.00 0.01 0.01
H 2.114 0.906 -3.873 -0.01 0.02 0.00
N 2.830 2.050 -1.624 -0.09 -0.08 -0.07
N 1.692 1.792 0.203 0.08 -0.01 0.41
C -1.950 -3.724 -0.718 0.09 0.08 -0.02
H -2.538 -3.332 1.288 -0.04 -0.02 -0.06
H -3.999 1.011 1.599 0.03 0.00 0.05
F -0.562 -2.153 2.208 0.13 -0.07 -0.08
N -0.383 -0.411 -2.207 -0.03 -0.17 -0.47
Se -0.970 1.408 1.765 -0.09 0.07 0.06
C 1.809 1.271 -1.874 -0.07 -0.06 -0.20
H 1.938 2.260 4.288 -0.02 0.02 -0.07
C 2.835 -3.255 0.183 -0.01 0.03 -0.02
H -5.028 -3.906 0.928 -0.04 0.03 0.01
C -5.202 0.307 -2.944 0.01 0.00 0.01
C -6.876 -1.283 -1.961 -0.03 -0.01 0.00
H -4.072 -3.148 2.821 0.03 -0.02 -0.04
H -7.932 -1.473 -1.768 0.00 -0.02 0.00
H -1.189 -2.950 -0.841 -0.10 -0.11 -0.01
C 2.483 -3.894 1.366 0.08 -0.05 -0.01
C 0.549 -2.509 1.521 -0.03 -0.12 0.09
H 4.003 -1.108 2.733 0.01 0.01 0.00
N 1.503 0.738 -3.089 -0.06 -0.04 0.02
C 1.328 -3.522 2.046 -0.07 0.05 -0.02
N 1.053 1.055 -0.767 0.69 0.64 -0.19
H 3.736 0.389 1.800 0.00 0.00 0.01
H -6.033 -2.499 -0.398 0.01 -0.10 0.04
Ti -0.303 -0.272 -0.273 -0.51 -0.35 0.91
C -3.757 -1.098 2.119 0.02 -0.06 0.01
H -0.430 1.864 4.098 0.02 0.06 -0.05
C -1.216 2.957 0.612 -0.04 0.09 0.03
H -4.229 -1.615 -2.668 0.01 0.02 0.00
H -6.123 -0.473 4.410 -0.01 0.01 0.02
H -4.775 0.234 -0.319 0.01 -0.01 -0.01
H 4.288 0.465 3.500 0.00 -0.02 -0.01
N 0.004 -0.598 -4.366 0.10 0.07 0.02
N -1.342 -1.219 -2.780 0.04 -0.34 0.09
H -3.233 -0.249 -2.247 -0.26 -0.06 0.02
H -6.943 0.846 -1.761 -0.01 0.01 0.01
H -7.534 -0.655 3.386 -0.02 0.00 0.00
C -6.667 0.114 -2.527 -0.02 -0.01 0.00
C 3.673 -0.072 2.783 -0.02 -0.05 -0.05
N -1.094 -1.310 -4.017 -0.01 -0.01 -0.07
C -5.956 -2.088 3.010 0.02 0.03 0.00
H -1.660 -4.503 -2.687 0.01 0.01 -0.02
F 2.387 -1.636 -1.446 -0.05 -0.16 0.24
H -7.329 0.293 -3.373 -0.02 0.01 0.00
H -5.125 -3.842 -1.603 -0.05 0.03 0.01
H -6.554 -2.031 -2.690 0.01 -0.01 -0.01
C -3.551 -5.235 -1.919 -0.02 0.03 0.00
H -2.919 -3.295 -2.596 0.04 -0.02 0.00
H -3.921 -5.546 -2.896 -0.01 -0.01 -0.02
H -4.100 -1.910 4.042 0.01 0.00 0.01
H -5.087 0.123 -4.013 0.01 0.00 0.00
H -0.034 3.269 3.102 0.02 -0.06 0.01
C -6.445 -0.694 3.388 0.03 0.00 0.00
C -6.102 -1.445 -0.649 -0.02 0.00 0.02
H 2.171 2.245 2.531 0.09 0.04 -0.21
C -4.702 -0.781 -0.735 0.04 0.03 0.01
C 0.867 -1.839 0.352 -0.03 -0.06 -0.11
Se 1.826 -0.086 3.385 0.09 0.13 0.03
```
Positions in Å, forces in eV/Å.

As for the net charge: +1. For the HOMO energy, the calculation gives -0.400 Eh. As for the HOMO-LUMO gap: 6.41 eV.

| no. | total energy (eV) |
| --- | --- |
| 1 | -241866.0253 |
| 2 | -69474.4477 |
| 3 | -223961.5050 |